Record 1
The following is a quantum chemistry calculation of a cluster of 13 separate species, C15H56N10O13 in total, from OMol25.

Results
**Total charge**: 0
**Highest occupied orbital energy**: -6.61 eV
**Total energy**: -2130.4643 Eh
**F_max**: 11.3 eV/Å
**Energy relative to the best compared isomer or geometry (same formula, charge and spin)**: 11.670 eV

Element x y z (Å)
C 1.002 2.558 2.177
C 0.827 3.189 3.572
O -0.299 4.029 3.574
H 1.899 1.926 2.177
H 1.198 3.207 1.405
H 0.145 1.989 1.787
H 1.728 3.716 3.863
H 0.722 2.413 4.338
H -0.405 4.496 4.427
C 0.685 -0.798 4.261
C 1.522 -1.176 3.102
O 0.591 -1.908 2.378
H 1.408 -0.327 4.971
H 0.152 -1.607 4.685
H 0.108 0.084 3.996
H 2.247 -1.934 3.450
H 1.943 -0.303 2.654
H 1.028 -2.389 1.593
C -0.455 -3.831 -1.078
O 0.396 -2.961 -0.440
N -0.385 -3.975 -2.358
N -1.233 -4.740 -0.500
H 0.251 -3.314 -2.881
H -1.089 -4.392 -2.947
H -1.538 -4.608 0.485
H -1.939 -5.336 -1.016
C -2.316 1.435 2.700
O -2.279 1.395 4.061
N -2.930 2.373 2.023
N -2.521 0.413 1.882
H -2.218 2.872 1.443
H -3.459 3.104 2.594
H -1.575 0.105 1.349
H -2.549 -0.424 2.499
C -1.766 2.198 -1.780
O -2.694 1.861 -0.785
N -1.841 1.717 -2.984
N -1.010 3.210 -1.681
H -2.592 1.028 -3.218
H -0.952 1.416 -3.523
H -1.082 3.752 -0.750
H -0.192 3.181 -2.226
C 4.274 0.779 0.426
O 3.390 -0.240 0.874
N 4.710 1.764 1.171
N 4.919 0.707 -0.708
H 4.241 2.027 2.019
H 5.555 2.333 0.895
H 4.728 -0.133 -1.255
H 5.655 1.427 -1.056
C -2.673 -2.864 2.866
O -2.315 -3.645 1.773
N -3.668 -3.144 3.650
N -2.004 -1.777 3.212
H -4.066 -4.099 3.589
H -3.727 -2.701 4.593
H -1.027 -1.866 2.860
H -2.148 -1.460 4.175
C -2.503 -1.358 -3.525
O -3.431 -0.305 -3.436
H -2.112 -1.581 -4.556
H -3.027 -2.332 -3.379
H -1.505 -1.268 -2.946
H -4.197 -0.570 -3.993
C 3.714 4.089 -1.349
O 2.958 3.843 -0.206
H 4.089 5.106 -1.323
H 3.297 3.829 -2.268
H 4.648 3.483 -1.296
H 3.059 3.004 0.100
C 0.619 0.250 -0.495
O -0.450 -0.340 0.258
H 1.564 -0.265 -0.324
H 0.735 1.338 -0.414
H 0.410 0.103 -1.531
H -0.378 -1.253 0.113
C -0.411 0.736 -5.582
O 0.173 0.585 -4.353
H -0.785 1.714 -5.635
H -1.133 -0.048 -5.716
H 0.260 0.518 -6.382
H 1.093 0.799 -4.415
C -3.661 -1.714 -0.433
O -4.183 -0.408 -0.789
H -4.112 -2.418 -1.149
H -3.847 -2.035 0.562
H -2.542 -1.858 -0.729
H -4.142 -0.399 -1.797
C 3.239 -1.857 -1.868
O 4.673 -1.740 -1.874
H 2.747 -1.201 -2.580
H 2.840 -1.691 -0.886
H 2.940 -2.899 -2.182
H 4.939 -2.650 -1.950

Calculated atomic charges, method Löwdin, unit e: C -0.056; C -0.302; O -0.081; H 0.058; H 0.020; H 0.069; H 0.099; H 0.099; H 0.103; C -0.095; C -0.321; O -0.131; H 0.097; H 0.065; H 0.057; H 0.127; H 0.070; H 0.126; C -0.599; O -0.103; N 0.147; N 0.163; H 0.143; H 0.110; H 0.068; H 0.144; C -0.638; O -0.112; N 0.097; N 0.108; H 0.098; H 0.134; H 0.123; H 0.036; C -0.654; O -0.100; N 0.149; N 0.154; H 0.064; H 0.075; H 0.170; H 0.088; C -0.567; O -0.130; N 0.149; N 0.160; H 0.112; H 0.150; H 0.057; H 0.162; C -0.563; O -0.140; N 0.160; N 0.132; H 0.136; H 0.140; H 0.087; H 0.131; C -0.168; O -0.145; H 0.072; H 0.086; H 0.114; H 0.146; C -0.152; O -0.081; H 0.086; H 0.053; H 0.061; H -0.027; C -0.103; O -0.128; H 0.039; H 0.073; H 0.051; H -0.004; C -0.151; O -0.128; H 0.080; H 0.070; H 0.086; H 0.096; C -0.154; O -0.153; H 0.059; H 0.039; H 0.080; H 0.046; C -0.137; O -0.133; H 0.072; H 0.035; H 0.097; H 0.082



Record 2
The following is a quantum chemistry calculation of a cluster of 14 separate species, C15H56N26O15 in total, from OMol25.

Results
**Total charge**: -2
**Highest occupied orbital energy**: -4.68 eV
**Total energy**: -3158.0020 Eh
**F_max**: 4.4 eV/Å

Element x y z (Å)
O 0.463 1.297 1.133
C -0.171 0.239 0.391
C 0.574 -0.931 -0.317
O 1.376 -0.793 -1.470
H -0.882 0.641 -0.349
H -0.886 -0.230 1.089
H -0.141 -1.747 -0.503
H 1.282 -1.472 0.345
C -4.257 -1.618 -0.676
O -3.806 -0.670 -1.314
N -5.331 -2.390 -1.011
N -3.647 -2.142 0.425
H -5.766 -1.961 -1.817
H -5.791 -2.756 -0.197
H -3.883 -3.070 0.720
H -2.831 -1.659 0.760
C 2.155 -2.186 4.194
O 2.790 -2.212 5.229
N 1.035 -2.909 3.893
N 2.480 -1.442 3.092
H 0.554 -3.358 4.656
H 0.649 -2.977 2.975
H 3.223 -0.815 3.374
H 1.932 -1.396 2.256
C 4.028 0.117 -4.095
O 4.758 0.759 -4.875
N 3.026 -0.697 -4.367
N 4.186 0.217 -2.755
H 2.778 -0.728 -5.345
H 2.353 -1.038 -3.710
H 3.328 0.038 -2.249
H 4.889 0.906 -2.543
C -4.753 0.920 1.504
O -5.324 -0.163 1.541
N -3.762 1.225 0.614
N -5.023 1.944 2.342
H -3.443 0.517 -0.030
H -3.204 2.072 0.648
H -5.371 1.578 3.216
H -4.561 2.833 2.281
C 4.244 0.958 1.874
O 5.422 0.614 1.804
N 3.354 0.722 0.905
N 3.650 1.518 2.935
H 3.713 0.294 0.066
H 2.346 0.696 1.037
H 2.648 1.571 2.858
H 4.276 1.804 3.667
C -0.916 -5.205 -0.028
O -1.412 -6.302 -0.259
N -0.116 -4.975 1.019
N -1.203 -4.031 -0.702
H 0.381 -4.111 1.128
H -0.191 -5.623 1.784
H -0.787 -3.188 -0.360
H -1.963 -4.017 -1.358
C 3.553 -3.945 -1.840
O 4.214 -4.808 -2.409
N 2.454 -3.411 -2.460
N 3.646 -3.553 -0.561
H 1.884 -2.708 -2.009
H 2.228 -3.842 -3.338
H 4.235 -4.124 0.021
H 3.089 -2.803 -0.194
C -1.283 4.213 0.353
O -1.878 5.260 0.075
N -0.437 3.626 -0.477
N -1.658 3.365 1.325
H 0.241 2.960 -0.124
H -0.250 4.127 -1.330
H -1.288 2.420 1.282
H -2.267 3.542 2.102
C -1.115 0.787 4.626
O -1.784 0.770 5.692
N 0.117 0.280 4.673
N -1.623 1.078 3.431
H 0.486 -0.051 5.545
H 0.571 0.097 3.789
H -2.619 1.215 3.413
H -1.081 0.914 2.590
C 1.552 4.592 3.197
O 1.874 5.649 3.747
N 0.903 3.590 3.865
N 1.665 4.314 1.886
H 0.839 3.562 4.864
H 0.448 2.950 3.231
H 1.551 3.344 1.630
H 2.154 4.979 1.313
C -3.083 2.220 -3.590
O -2.682 2.738 -4.640
N -2.323 2.119 -2.481
N -4.286 1.633 -3.458
H -1.526 2.728 -2.561
H -2.407 1.391 -1.799
H -4.901 1.671 -4.251
H -4.629 1.201 -2.618
C 1.764 2.665 -2.794
O 2.148 3.549 -3.547
N 0.720 1.834 -2.998
N 2.257 2.396 -1.552
H 0.699 1.013 -2.412
H 0.417 1.887 -3.960
H 3.067 2.895 -1.229
H 1.957 1.563 -1.069
C -1.141 -2.309 -3.914
O -1.862 -3.118 -4.493
N 0.170 -2.105 -4.211
N -1.527 -1.650 -2.807
H 0.675 -2.801 -4.735
H 0.799 -1.702 -3.533
H -2.452 -1.585 -2.411
H -0.752 -1.286 -2.270

Results of the Löwdin charge analysis, in e, for atoms 1 through 99: O -0.383; C -0.338; C -0.384; O -0.355; H 0.079; H 0.069; H 0.043; H 0.065; C -0.662; O -0.029; N 0.172; N 0.174; H 0.115; H 0.103; H 0.106; H 0.094; C -0.705; O 0.037; N 0.148; N 0.163; H 0.104; H 0.063; H 0.090; H 0.055; C -0.705; O -0.016; N 0.173; N 0.154; H 0.114; H 0.033; H 0.044; H 0.107; C -0.687; O 0.011; N 0.180; N 0.151; H 0.028; H 0.066; H 0.109; H 0.092; C -0.740; O 0.004; N 0.169; N 0.162; H 0.092; H 0.039; H 0.069; H 0.117; C -0.679; O 0.016; N 0.150; N 0.164; H 0.070; H 0.107; H 0.029; H 0.097; C -0.687; O 0.001; N 0.149; N 0.169; H 0.039; H 0.091; H 0.106; H 0.076; C -0.711; O -0.002; N 0.164; N 0.139; H 0.047; H 0.112; H 0.037; H 0.093; C -0.700; O -0.044; N 0.174; N 0.183; H 0.111; H 0.070; H 0.089; H 0.041; C -0.690; O -0.012; N 0.156; N 0.177; H 0.101; H 0.051; H 0.055; H 0.116; C -0.694; O -0.004; N 0.172; N 0.154; H 0.067; H 0.051; H 0.098; H 0.072; C -0.707; O 0.019; N 0.164



Record order is preserved below.
Gap between HOMO and LUMO: 6.49; 8.05 eV